Here is C23H31BiN6O4PSSe3Te as an isolated structure from the OMol25 dataset. Energies are from the ωB97M-V functional and the def2-TZVPD basis.

```
71
C23H31BiN6O4PSSe3Te the ωB97M-V functional and the def2-TZVPD basis
Bi 1.92526 0.55026 -0.94065
C 0.34428 -0.71418 -4.10637
O 0.68475 -1.34500 -2.88403
C -0.07628 -2.39071 -2.46489
C -1.08567 -2.96189 -3.22938
C -1.82240 -4.02535 -2.72217
C -1.55121 -4.52294 -1.45616
C -0.54275 -3.95091 -0.69722
C 0.19875 -2.88200 -1.17985
N 1.21998 -2.20575 -0.45136
N 1.41119 -2.67941 0.69302
C 2.39798 -2.15293 1.49802
C 3.42724 -1.28163 1.08014
O 3.52336 -0.76009 -0.10124
C 4.46871 -0.96094 2.01695
C 4.45231 -1.42303 3.28432
C 3.40808 -2.27936 3.75049
C 3.38087 -2.73345 5.08344
C 2.37292 -3.54466 5.53140
C 1.35381 -3.92483 4.64135
C 1.35880 -3.49057 3.34115
C 2.38814 -2.65416 2.85613
H 0.50349 -1.39048 -4.95101
H 1.00126 0.14802 -4.19019
H -0.69268 -0.37055 -4.08749
H -1.30486 -2.58127 -4.21609
H -2.60830 -4.46157 -3.32551
H -2.12251 -5.35219 -1.05998
H -0.31271 -4.31680 0.29365
H 5.23728 -0.28767 1.66107
H 5.23061 -1.13091 3.98049
H 4.17344 -2.41721 5.75209
H 2.35371 -3.88278 6.55938
H 0.54761 -4.55939 4.98898
H 0.56107 -3.77135 2.66964
Se 1.07165 0.51167 3.58205
Se 1.13312 2.62381 4.47921
Te 2.50365 3.96269 2.80096
Se 3.28772 2.75280 -0.57283
S 3.44913 1.70040 -2.57783
C -3.05028 4.35022 -2.04368
N -2.22249 3.22582 -2.42024
C -2.12143 2.99786 -3.84864
P -1.43971 2.20931 -1.37482
O -0.25452 1.59659 -2.03943
N -2.49342 1.01449 -0.91734
C -3.84426 1.32525 -0.50008
C -1.99866 -0.27405 -0.44472
N -1.18309 3.16664 -0.04965
C -1.11862 2.51299 1.24592
C -0.32966 4.35352 -0.20242
H -4.07303 4.22405 -2.41915
H -2.65269 5.28048 -2.46483
H -3.08312 4.45054 -0.96162
H -3.10853 2.80271 -4.28237
H -1.47159 2.14810 -4.04198
H -1.69255 3.87277 -4.34832
H -4.19871 2.22696 -0.99597
H -3.92711 1.46767 0.58507
H -4.50603 0.50141 -0.78063
H -0.98440 -0.42646 -0.80037
H -2.62711 -1.07540 -0.84459
H -1.98775 -0.33929 0.64782
H -2.02593 1.93631 1.41410
H -1.03831 3.28124 2.02216
H 0.82618 2.11325 1.58997
H -0.40907 4.72667 -1.22295
H 0.71736 4.13297 0.00798
H -0.66051 5.12885 0.49045
O -0.29405 0.65671 2.37319
N 0.00230 1.56813 1.29742
```

Summary:
Energy relative to the best compared isomer or geometry (same formula, charge and spin) (eV): 0.000
Net charge: -1
LUMO (eV): 1.80
Electronic energy (a.u.): -9951.11793
Orbital gap (eV): 5.45